Molecular formula: C2H6N3
Method: DFT, the ωB97M-V functional and the def2-TZVPD basis

Summary:
* ΔE to the lowest compared entry with this formula, charge and spin: 152.2 kcal per mole
* molecular weight: 72.1 g/mol
* net charge: +1
* HOMO-LUMO gap: 9.070 eV
* DFT total energy: -6628.486 eV
* LUMO: -5.77 eV
* highest occupied orbital energy: -14.841 eV

Structure (XYZ):
```
11
C2H6N3 (the ωB97M-V functional and the def2-TZVPD basis)
C 0.46645 0.37500 0.14852
C -0.89361 -0.58764 -0.00014
N -4.17286 -0.12398 0.08215
N -3.08144 0.01995 -0.00649
N -1.95134 0.27665 -0.25235
H 0.40790 1.14560 0.87010
H 0.97175 -0.41014 0.78772
H 1.39101 0.50524 -0.48507
H -0.74227 -1.25072 -0.85001
H -1.00077 -1.21171 0.88637
H -0.11909 0.61444 -0.83109
```

---

Molecular formula: C2H6N3O
Method: DFT, the ωB97M-V functional and the def2-TZVPD basis

Summary:
* ΔE to the lowest compared entry with this formula, charge and spin: 67.8 kcal per mole
* molecular weight: 88.1 g/mol
* net charge: +1
* HOMO-LUMO gap: 10.647 eV
* DFT total energy: -8680.275 eV
* LUMO: -4.02 eV
* highest occupied orbital energy: -14.665 eV
* SMILES: N[C@H]1NC=[NH+]O1

Structure (XYZ):
```
12
C2H6N3O (the ωB97M-V functional and the def2-TZVPD basis)
N -1.82442 0.32317 -0.35682
C -0.69535 0.19224 0.41885
N 0.15650 -0.96498 0.20098
C 1.39020 -0.66729 -0.12022
N 1.55392 0.61863 -0.34677
O 0.38492 1.21163 0.16048
H -2.67577 0.76509 -0.11616
H -1.76475 0.31912 -1.32024
H -0.98976 0.23204 1.51094
H -0.09853 -1.82686 0.61672
H 2.16252 -1.45210 -0.25945
H 2.40053 1.24931 -0.38831
```

---

Molecular formula: C2H6N3O2
Method: DFT, the ωB97M-V functional and the def2-TZVPD basis

Summary:
* ΔE to the lowest compared entry with this formula, charge and spin: 139.7 kcal per mole
* molecular weight: 104.1 g/mol
* net charge: -1
* HOMO-LUMO gap: 8.537 eV
* DFT total energy: -10733.193 eV
* LUMO: 4.29 eV
* highest occupied orbital energy: -4.247 eV

Structure (XYZ):
```
13
C2H6N3O2 (the ωB97M-V functional and the def2-TZVPD basis)
C 0.40551 0.58631 2.45397
C 0.43004 0.05947 -2.08234
N 0.26895 -1.25840 -1.48869
N -0.15914 1.33688 1.67512
N -0.59215 -1.26706 -0.56611
O -1.26356 -0.26316 -0.12174
O -0.81874 -2.33458 0.00389
H 0.55109 0.92406 -1.31534
H 0.95092 1.20007 3.18623
H 0.41075 -0.45898 2.59463
H -0.51520 0.49083 -2.51283
H 1.14527 0.16978 -2.88131
H -0.81375 0.81478 1.05451
```

---

Molecular formula: C2H6N3O2
Method: DFT, the ωB97M-V functional and the def2-TZVPD basis

Summary:
* ΔE to the lowest compared entry with this formula, charge and spin: 121.8 kcal per mole
* molecular weight: 104.1 g/mol
* net charge: +1
* HOMO-LUMO gap (spin up / spin down): 8.155 / 8.152 eV
* DFT total energy: -10723.663 eV
* LUMO (spin up / spin down): -6.84 / -6.84 eV
* highest occupied orbital energy (spin up / spin down): -14.997 / -14.995 eV
* SMILES: C/[NH+]=C(/N)[N+](=O)[O-]

Structure (XYZ):
```
13
C2H6N3O2 (the ωB97M-V functional and the def2-TZVPD basis)
C -1.45638 1.23954 0.06023
N -1.01458 -0.09994 -0.09837
C 0.54521 -0.60483 -0.20083
N 0.81415 -1.80820 0.13489
N 1.54332 0.44645 -0.06180
O 2.65763 0.12250 -0.06728
O 1.15056 1.59222 0.01169
H -1.00300 1.73426 -0.81527
H -0.95991 1.74580 0.89185
H -2.61431 1.09591 0.15993
H -1.58270 -0.84882 -0.20452
H 1.75125 -2.05711 -0.08809
H 0.16877 -2.55777 0.27759
```

---

Molecular formula: C2H6N3O2S
Method: DFT, the ωB97M-V functional and the def2-TZVPD basis

Summary:
* ΔE to the lowest compared entry with this formula, charge and spin: 5.3 kcal per mole
* molecular weight: 136.2 g/mol
* net charge: -1
* HOMO-LUMO gap: 7.485 eV
* DFT total energy: -21568.080 eV
* LUMO: 3.48 eV
* highest occupied orbital energy: -4.001 eV

Structure (XYZ):
```
14
C2H6N3O2S (the ωB97M-V functional and the def2-TZVPD basis)
C -1.03372 1.67923 0.12554
C -0.12222 -1.08202 0.53582
N 0.99500 -0.36774 0.82704
N -0.29770 -1.83484 -0.67324
N 1.71539 0.16665 -0.08631
O 1.59079 -0.05706 -1.34100
O 2.78749 0.62538 0.36374
S -1.56993 0.19036 0.89069
H -1.85506 2.34571 0.17225
H -0.71689 1.43862 -0.84202
H -0.14157 1.96423 0.60479
H -0.36974 -1.97757 1.69500
H 0.29184 -1.34379 -1.38258
H -1.27368 -1.74715 -0.88972
```

---

Molecular formula: C2H6N3S2
Method: DFT, the ωB97M-V functional and the def2-TZVPD basis

Summary:
* ΔE to the lowest compared entry with this formula, charge and spin: 90.2 kcal per mole
* molecular weight: 136.2 g/mol
* net charge: +1
* HOMO-LUMO gap: 7.831 eV
* DFT total energy: -28301.704 eV
* LUMO: -4.29 eV
* highest occupied orbital energy: -12.125 eV
* SMILES: [NH3+][C@@H]1NNC(=S)S1

Structure (XYZ):
```
13
C2H6N3S2 (the ωB97M-V functional and the def2-TZVPD basis)
N 0.15905 1.05643 -0.78440
C -0.73184 -0.17878 -0.64990
N -0.75416 -0.97665 0.97858
N -0.22275 -2.20810 0.63773
C -0.23604 -2.70704 -0.61581
S 0.25681 -4.29121 -0.86924
S -0.34244 -1.41835 -1.78003
H -0.31574 1.96024 -0.56193
H 0.51452 0.95863 -1.67114
H 0.88709 0.92818 -0.12378
H -1.80902 0.23917 -0.64484
H -0.15698 -0.36774 1.65069
H 0.02529 -2.77359 1.42597
```

---

Molecular formula: C2H6N4
Method: DFT, the ωB97M-V functional and the def2-TZVPD basis

Summary:
* ΔE to the lowest compared entry with this formula, charge and spin: 71.9 kcal per mole
* molecular weight: 86.1 g/mol
* net charge: 0
* HOMO-LUMO gap: 9.675 eV
* DFT total energy: -8128.976 eV
* LUMO: 0.70 eV
* highest occupied orbital energy: -8.974 eV
* SMILES: N/N=C\C=N/N

Structure (XYZ):
```
12
C2H6N4 (the ωB97M-V functional and the def2-TZVPD basis)
N -1.22743 -1.09710 0.29258
N -1.61521 0.08742 -0.23075
C -0.76770 1.04491 -0.30837
C 0.59690 1.10064 0.27767
N 1.51884 0.18075 0.39246
N 1.49037 -0.83225 -0.53083
H -1.98847 -1.56887 0.73494
H -0.44233 -0.95865 0.94721
H -1.06921 1.92018 -0.79454
H 0.76906 2.07140 0.71466
H 0.60159 -1.07950 -0.78674
H 1.98823 -1.62960 -0.09560
```

---

Molecular formula: C2H6N4
Method: DFT, the ωB97M-V functional and the def2-TZVPD basis

Summary:
* ΔE to the lowest compared entry with this formula, charge and spin: 16.1 kcal per mole
* molecular weight: 86.1 g/mol
* net charge: 0
* HOMO-LUMO gap: 9.991 eV
* DFT total energy: -8131.396 eV
* LUMO: 0.82 eV
* highest occupied orbital energy: -9.170 eV
* SMILES: [H]/N=C\N/C(N)=N/[H]

Structure (XYZ):
```
12
C2H6N4 (the ωB97M-V functional and the def2-TZVPD basis)
H -1.27397 -0.44196 -1.45304
N -1.73413 -1.20860 -0.88029
C -1.00730 -1.40363 0.11867
N 0.26748 -0.86069 0.30025
C 0.73394 0.45008 0.23670
N -0.03252 1.35351 -0.46370
N 1.86240 0.65831 0.77765
H 2.22529 1.59335 0.65082
H -1.20434 -2.25638 0.76870
H 0.89074 -1.40905 0.88050
H 0.30432 2.31430 -0.45196
H -1.03191 1.21076 -0.48432
```